This record from OMol25 describes C12H21CdN6S as an isolated structure in a non-equilibrium geometry. The level of theory is ωB97M-V with the def2-TZVPD basis set.

Structure (XYZ):
```
41
Properties=species:S:1:pos:R:3:nbo_charge:R:1
Cd -0.3091 0.1500 0.2096 1.557
C 0.4870 -0.4590 -4.2177 -0.678
C 0.5899 0.0512 -2.8157 0.248
N 0.0415 -0.5884 -1.8546 -0.371
N -0.6109 -1.7399 -2.0929 -0.444
C -1.6847 -1.9699 -1.3896 0.294
N -2.2196 -3.2091 -1.4555 -0.788
S -2.5317 -0.7930 -0.4050 -0.500
C 1.2640 1.3139 -2.4456 0.154
C 2.0310 2.0313 -3.3591 -0.214
C 2.6221 3.2223 -2.9725 -0.131
C 2.4305 3.6816 -1.6814 -0.242
C 1.6579 2.9103 -0.8303 0.057
N 1.0903 1.7635 -1.1874 -0.519
H -0.5639 -0.6158 -4.4612 0.257
H 0.9723 -1.4350 -4.2778 0.255
H 0.9232 0.2057 -4.9545 0.222
H -1.8347 -3.8484 -2.1334 0.407
H -3.1771 -3.3298 -1.1796 0.409
H 2.1748 1.6650 -4.3633 0.234
H 3.2258 3.7799 -3.6757 0.237
H 2.8716 4.6073 -1.3418 0.240
H 1.4881 3.2369 0.1896 0.191
N 0.6734 -1.6232 1.7297 -0.907
C -0.3187 -2.3775 2.5413 -0.219
C -1.4597 -1.5131 3.0564 -0.439
C -1.0588 -0.3507 3.9816 -0.420
C -1.3006 1.0256 3.3707 -0.216
N -0.3044 1.3544 2.3189 -0.908
H 1.2309 -2.2941 1.2122 0.393
H 1.3235 -1.1673 2.3609 0.369
H 0.1780 -2.8622 3.3867 0.189
H -0.7346 -3.1598 1.9064 0.217
H -2.1482 -2.1788 3.5782 0.233
H -2.0011 -1.1209 2.1991 0.226
H -0.0078 -0.4280 4.2864 0.191
H -1.6453 -0.3985 4.8985 0.239
H -1.2570 1.7772 4.1621 0.199
H -2.2943 1.0608 2.9227 0.208
H 0.6181 1.3025 2.7394 0.378
H -0.4317 2.3235 2.0441 0.390
```

Output
ΔE to the lowest compared entry with this formula, charge and spin: 24.2 kJ/mol
LUMO level: -3.06 eV
Net charge: +1
Max |F|: 1.036 eV Å⁻¹
Total energy: -37120.890 eV
HOMO level: -10.9 eV